Version w
ORCA calculation (ωB97M-V with the def2-TZVPD basis set) on a cluster of 2 separate species, C2H6N3S in total.

Cartesian coordinates (Å):
C  2.678  -0.267  0.237
C  -1.463  0.091  -0.597
N  3.289  -1.190  0.560
N  -1.144  -1.120  -0.325
N  -1.604  1.119  0.443
S  1.692  0.873  -0.069
H  -1.855  0.457  -1.563
H  4.126  -1.877  0.591
H  -0.846  -1.836  -1.072
H  -2.635  1.210  0.441
H  -0.985  1.969  0.091
H  -1.254  0.572  1.264

Computed properties:
Orbital gap ... 9.05 eV
LUMO energy ... -0.144 Ha
Net charge ... +1

Computed natural (NBO) charges, given in elementary charges: 0.26, 0.23, -0.60, -0.56, -0.75, -0.15, 0.20, 0.49, 0.43, 0.47, 0.50, 0.48

---

Version x
ORCA calculation (ωB97M-V with the def2-TZVPD basis set) on a structure of composition C2H6N3S.

Cartesian coordinates (Å):
C  1.527  0.172  1.634
C  -0.965  -0.170  -1.700
N  -0.934  -0.025  -0.470
N  1.647  -1.081  1.666
N  1.571  1.326  1.537
S  0.283  -2.103  1.161
H  -1.793  -0.107  -2.515
H  -0.126  -0.819  -2.150
H  -0.388  -0.905  0.255
H  2.314  -1.627  2.203
H  -1.789  0.192  0.169
H  1.539  2.138  0.991

Computed properties:
Orbital gap ... 8.67 eV
LUMO energy ... -0.151 Ha
Net charge ... +1

Computed natural (NBO) charges, given in elementary charges: 0.76, 0.09, -0.68, -0.71, -0.51, -0.03, 0.23, 0.20, 0.28, 0.48, 0.42, 0.47

---

version w ends up most stable, edging out the next structure by 35.6 kcal/mol.

---

Version w
ORCA calculation (ωB97M-V with the def2-TZVPD basis set) on the molecule C2H4ClP.

Cartesian coordinates (Å):
Cl  2.153  0.064  0.191
C  0.552  -0.096  -0.672
C  -0.577  0.574  0.160
P  -0.698  -1.256  0.104
H  0.381  0.190  -1.762
H  -0.524  1.066  1.113
H  -1.257  1.053  -0.569
H  -0.030  -1.593  1.437

Computed properties:
Orbital gap ... 10.27 eV
LUMO energy ... 0.035 Ha
Net charge ... 0
Structure (SMILES) ... Cl[C@@H]1CP1

Computed natural (NBO) charges, given in elementary charges: -0.05, -0.46, -0.69, 0.47, 0.25, 0.25, 0.23, -0.01

---

Version x
ORCA calculation (ωB97M-V with the def2-TZVPD basis set) on a cluster of 2 separate species, C2H4ClP in total.

Cartesian coordinates (Å):
C  1.078  -0.124  -0.252
C  0.568  -1.032  0.593
P  -3.215  2.229  -1.016
Cl  1.545  -2.033  1.615
H  0.362  0.451  -0.867
H  -2.006  1.610  -0.368
H  -0.516  -1.051  0.785
H  2.184  -0.051  -0.490

Computed properties:
Orbital gap (spin up / spin down) ... 7.44 / 7.43 eV
LUMO energy (spin up / spin down) ... -0.060 / -0.060 Ha
Net charge ... 0

Computed natural (NBO) charges, given in elementary charges: -0.41, -0.23, 0.11, -0.01, 0.21, -0.11, 0.21, 0.22

---

version w ends up most stable, edging out the next structure by 50.3 kcal/mol.

---

Version w
ORCA calculation (ωB97M-V with the def2-TZVPD basis set) on the molecule C16H24N2O2S.

Cartesian coordinates (Å):
C  1.252  3.904  0.058
C  1.419  2.643  -0.892
O  2.259  1.541  -0.560
C  1.835  0.863  0.670
O  0.768  0.931  1.401
C  2.968  -0.038  0.814
C  3.375  -0.797  -0.419
C  2.402  -1.939  -0.630
N  1.226  -1.978  -0.060
C  0.260  -1.097  -0.647
S  0.562  -0.650  -2.223
N  -1.000  -1.093  -0.272
C  -2.025  -0.453  -0.640
C  -3.268  -0.983  -0.910
C  -4.494  -0.183  0.160
C  -3.929  -0.325  1.489
C  -2.860  0.299  1.748
C  -2.399  0.903  0.233
C  -3.858  1.311  -0.314
C  1.225  -1.909  1.480
C  2.481  -1.120  2.001
H  0.771  3.607  1.007
H  0.450  4.467  -0.436
H  2.077  4.432  -0.038
H  1.748  2.975  -1.932
H  0.346  2.124  -0.950
H  3.695  0.597  1.556
H  3.408  -0.205  -1.195
H  4.401  -0.959  -0.199
H  2.802  -2.793  0.058
H  2.462  -2.323  -1.430
H  -1.217  -1.434  0.924
H  -1.748  0.039  -1.573
H  -3.291  -2.065  -0.366
H  -3.734  -1.133  -1.978
H  -5.451  -0.531  -0.323
H  -4.407  -0.953  2.104
H  -2.165  0.502  2.196
H  -1.765  1.520  0.266
H  -4.503  1.864  0.415
H  -3.890  1.376  -1.266
H  1.230  -2.793  2.142
H  0.360  -1.211  1.909
H  2.327  -0.330  2.964
H  3.345  -1.758  2.019

Computed properties:
Orbital gap ... 8.54 eV
LUMO energy ... 0.021 Ha
Net charge ... 0
Structure (SMILES) ... CCOC(=O)C1CCN(C(=S)N[C@H]2C[C@H]3C=C[C@@H]2C3)CC1

Computed natural (NBO) charges, given in elementary charges: -0.64, -0.08, -0.53, 0.84, -0.64, -0.33, -0.42, -0.16, -0.42, 0.30, -0.25, -0.56, -0.16, -0.37, -0.22, -0.20, -0.18, -0.15, -0.39, -0.28, -0.41, 0.23, 0.22, 0.20, 0.20, 0.18, 0.27, 0.23, 0.22, 0.17, 0.20, 0.37, 0.26, 0.19, 0.23, 0.24, 0.20, 0.17, 0.15, 0.23, 0.18, 0.22, 0.23, 0.24, 0.20

---

Version x
ORCA calculation (ωB97M-V with the def2-TZVPD basis set) on the molecule C16H24N2O2S.

Cartesian coordinates (Å):
C  4.182  -0.919  2.452
O  2.970  -0.230  2.280
C  1.805  -0.947  2.267
C  1.739  -2.334  2.321
C  0.511  -2.975  2.266
C  -0.657  -2.243  2.163
C  -0.592  -0.860  2.124
C  0.622  -0.196  2.175
C  0.677  1.298  2.097
C  0.846  1.802  0.654
N  -0.174  1.283  -0.245
C  -1.389  1.891  -0.207
S  -1.765  3.086  0.885
N  -2.364  1.506  -1.048
C  -2.253  0.596  -2.168
C  -3.523  -0.261  -2.210
C  -2.121  1.383  -3.476
C  -1.038  -0.293  -1.903
C  0.197  0.464  -1.394
C  1.255  -0.591  -1.044
O  0.678  1.291  -2.436
H  4.382  -1.599  1.616
H  4.198  -1.482  3.390
H  4.955  -0.152  2.481
H  2.636  -2.928  2.401
H  0.477  -4.053  2.304
H  -1.612  -2.745  2.121
H  -1.498  -0.277  2.056
H  -0.244  1.719  2.500
H  1.522  1.670  2.676
H  1.831  1.523  0.285
H  0.773  2.896  0.670
H  -3.211  2.050  -0.974
H  -3.440  -1.017  -2.987
H  -3.680  -0.756  -1.255
H  -4.388  0.361  -2.424
H  -1.198  1.954  -3.479
H  -2.111  0.703  -4.323
H  -2.961  2.065  -3.586
H  -0.762  -0.812  -2.820
H  -1.297  -1.030  -1.142
H  0.907  -1.228  -0.238
H  1.429  -1.198  -1.930
H  2.203  -0.145  -0.755
H  1.484  1.731  -2.143

Computed properties:
Orbital gap ... 8.47 eV
LUMO energy ... 0.023 Ha
Net charge ... 0
Structure (SMILES) ... COc1ccccc1CCN1C(=S)NC(C)(C)C[C@@]1(C)O

Computed natural (NBO) charges, given in elementary charges: -0.25, -0.52, 0.37, -0.33, -0.20, -0.25, -0.19, -0.08, -0.44, -0.22, -0.48, 0.33, -0.31, -0.61, 0.12, -0.60, -0.62, -0.42, 0.43, -0.64, -0.73, 0.17, 0.18, 0.20, 0.22, 0.21, 0.21, 0.22, 0.25, 0.23, 0.20, 0.24, 0.42, 0.21, 0.22, 0.21, 0.24, 0.21, 0.21, 0.23, 0.23, 0.24, 0.22, 0.21, 0.47

---

version x ends up most stable, edging out the next structure by 363.6 kcal/mol.

---

Version w
ORCA calculation (ωB97M-V with the def2-TZVPD basis set) on a cluster of 2 separate species, C5H14N2O in total.

Cartesian coordinates (Å):
N  0.771  -0.606  0.731
C  0.376  -1.714  -0.179
C  0.490  -1.108  -1.491
C  0.830  0.458  -1.384
C  1.060  0.705  0.026
C  -0.043  1.647  0.438
N  0.127  3.112  0.200
H  1.552  -0.912  1.350
H  0.930  -2.707  0.036
H  -0.716  -1.791  0.224
H  -0.555  -1.031  -1.932
H  1.123  -1.627  -2.080
H  1.664  0.676  -2.008
H  0.041  0.907  -1.967
H  2.089  1.017  0.427
H  -1.036  1.273  0.159
H  -0.371  1.498  1.565
H  0.500  3.566  0.936
H  0.834  3.223  -0.372
H  -3.958  -2.311  1.737
H  -2.579  -2.239  2.148
O  -3.129  -2.038  1.435

Computed properties:
2S+1 ... 2
Orbital gap (spin up / spin down) ... 2.22 / 8.52 eV
LUMO energy (spin up / spin down) ... 0.129 / 0.125 Ha
Net charge ... -1

Computed natural (NBO) charges, given in elementary charges: -0.66, -0.40, -0.43, -0.43, -0.14, -0.27, -0.82, 0.35, 0.17, 0.21, 0.20, 0.20, 0.20, 0.21, 0.19, 0.20, 0.20, 0.34, 0.33, 0.34, 0.36, -1.35

---

Version x
ORCA calculation (ωB97M-V with the def2-TZVPD basis set) on a cluster of 2 separate species, C5H14N2O in total.

Cartesian coordinates (Å):
C  -0.942  -0.279  -0.575
C  0.284  -0.992  -1.296
C  1.463  -1.205  -0.402
C  1.556  -2.288  0.447
N  -0.891  1.121  -0.250
C  -0.499  2.079  -1.242
N  0.853  2.549  -1.016
H  -1.051  -0.931  0.302
H  -1.900  -0.431  -1.149
H  -0.091  -2.022  -1.443
H  0.329  -0.398  -2.216
H  2.243  -0.444  -0.527
H  2.215  -2.518  1.276
H  0.687  -2.938  0.525
H  -0.740  1.450  0.691
H  -1.194  2.929  -1.312
H  -0.617  1.632  -2.245
H  1.073  3.490  -1.309
H  1.656  1.935  -1.074
H  -1.036  -1.915  3.344
H  -2.055  -1.042  2.965
O  -1.361  -1.058  3.629

Computed properties:
2S+1 ... 2
Orbital gap (spin up / spin down) ... 2.63 / 7.35 eV
LUMO energy (spin up / spin down) ... 0.140 / 0.135 Ha
Net charge ... -1

Computed natural (NBO) charges, given in elementary charges: -0.21, -0.51, -0.38, -0.72, -0.67, -0.07, -0.90, 0.19, 0.13, 0.16, 0.17, 0.16, 0.17, 0.13, 0.38, 0.15, 0.15, 0.35, 0.38, 0.44, 0.46, -0.95

---

version x ends up most stable, edging out the next structure by 19.9 kcal/mol.